C5H7N2S as an isolated structure in a non-equilibrium geometry. Source: OMol25; level of theory: wB97M-V/def2-TZVPD.

strongest force on any atom = 7.29 eV/A
HOMO level = -12.662 eV
energy above the lowest of the compared OMol25 structures with the same formula, charge and spin = 286.99 kJ/mol
2S+1 = 1
net charge = +1
LUMO energy = -5.7 eV

Each line ends with the Löwdin charge.
Atoms and positions in Å:
C  1.79  -0.22  -0.84  -0.06
H  2.79  -0.04  -0.68  0.10
N  -0.31  0.34  0.19  -0.08
S  -1.93  -1.82  1.29  0.99
C  -2.36  -0.23  1.13  -0.60
H  1.68  -0.60  -1.83  0.12
H  -1.95  1.84  0.29  0.18
H  -3.42  0.01  1.39  0.11
N  1.19  -1.26  -0.06  0.07
C  0.80  1.01  -0.51  -0.01
C  -1.62  0.75  0.58  -0.11
C  0.04  -0.86  0.31  -0.24
H  1.57  -2.27  0.08  0.23
H  1.21  1.79  0.14  0.13
H  0.54  1.55  -1.48  0.16

=====

One molecule with the formula C5H7N3 in a non-equilibrium geometry. Source: OMol25; level of theory: wB97M-V/def2-TZVPD.

strongest force on any atom = 3.42 eV/A
HOMO level = -8.450 eV
energy above the lowest of the compared OMol25 structures with the same formula, charge and spin = 333.67 kJ/mol
2S+1 = 1
SMILES = C/N=N\c1ccc[nH]1
LUMO energy = 0.7 eV

Each line ends with the Löwdin charge.
Atoms and positions in Å:
H  0.12  1.62  0.05  0.07
C  -1.93  0.80  -0.01  -0.04
N  1.06  -1.39  0.03  0.01
H  3.34  0.80  -0.46  0.07
N  2.20  -0.93  -0.07  -0.07
C  -0.09  -0.58  0.12  -0.31
H  -3.28  -1.06  -0.14  0.09
H  -2.37  1.81  0.09  0.10
N  -1.21  -1.36  0.04  0.06
C  2.34  0.53  -0.01  -0.15
C  -2.32  -0.61  -0.06  -0.09
H  -1.17  -2.35  -0.02  0.14
C  -0.51  0.75  -0.01  -0.10
H  2.37  0.95  1.10  0.12
H  1.44  1.02  -0.66  0.09

=====

One molecule with the formula C5H7N3 in a non-equilibrium geometry. Source: OMol25; level of theory: wB97M-V/def2-TZVPD.

strongest force on any atom = 4.38 eV/A
HOMO level = -8.900 eV
energy above the lowest of the compared OMol25 structures with the same formula, charge and spin = 830.16 kJ/mol
2S+1 = 1
SMILES = C1=NN2C[C@@H]2[C@H]2N[C@H]12
LUMO energy = 0.8 eV

Each line ends with the Löwdin charge.
Atoms and positions in Å:
C  1.29  0.50  -0.43  -0.30
C  0.72  -0.84  0.27  -0.12
H  2.71  -0.49  0.71  0.13
C  -0.65  -0.93  -0.50  -0.18
H  -1.64  -0.52  1.39  0.09
H  1.05  0.54  -1.56  0.16
N  -1.39  0.56  -0.70  -0.02
N  -0.67  1.67  0.04  0.03
H  0.79  -1.12  1.37  0.13
N  2.23  -0.56  -0.28  0.04
H  -1.14  -1.63  -1.15  0.09
C  0.58  1.71  0.12  -0.14
C  -1.95  -0.50  0.32  -0.12
H  1.03  2.55  0.48  0.07
H  -2.97  -0.95  -0.07  0.13